The molecule C20H27N3O2. Source: the OMol25 dataset; level of theory: wB97M-V/def2-TZVPD.

The geometry in XYZ format:
```
52
C20H27N3O2, DFT wB97M-V/def2-TZVPD
H -1.83667 -0.08694 0.01887
C -5.89893 0.51887 -0.70066
N 2.00037 0.34684 -1.04677
H -2.53069 -0.32816 1.62241
N 0.71135 0.40654 0.76471
H 1.22949 2.95466 0.64716
H 2.61708 -2.19528 -2.22092
H -4.78487 -0.81152 0.56949
C 0.28994 -2.07317 0.91686
C 4.51343 0.70199 1.11660
C -0.05603 0.92424 1.86586
C 4.98329 -1.44208 0.80645
H 5.07516 1.14695 -2.15792
H -4.15212 1.51329 1.19523
H 4.31706 1.65548 1.56114
H 0.21828 -4.19431 0.70107
C 1.65097 -0.95377 -0.75235
H 5.21156 -2.48859 0.83946
H -6.33984 -1.06196 -2.10519
C 0.81778 -0.91532 0.38129
H 1.67630 -4.26282 -1.26533
N 1.69776 2.43955 -0.08601
H 2.49948 1.61448 -2.61178
C 1.46611 1.18451 -0.09526
C 0.61524 -3.27382 0.30110
H -1.88223 1.97777 2.27079
C 1.96981 -2.15214 -1.35956
C 1.43946 -3.31215 -0.81264
H -7.04982 -1.29949 -0.50861
H 3.36209 2.80749 -0.67962
C -6.81698 -0.55645 -1.26836
H 3.12037 -0.05621 -2.72165
H -4.07680 -0.57603 -1.02751
H -1.23223 2.25733 0.65240
O 4.22610 2.63424 -1.11944
C 4.26967 1.27455 -1.42219
H -5.69360 1.26476 -1.47191
O 4.84755 -0.88191 -0.40952
H -7.74931 -0.11920 -1.61783
H 0.53049 1.70807 2.35964
C -3.65355 1.00684 0.36505
H -6.40247 1.02751 0.12474
C -1.40597 1.49463 1.41513
C -4.57957 -0.06585 -0.20239
C -2.33105 0.41949 0.85090
H -0.20895 0.11486 2.58291
H -0.35219 -2.05476 1.78325
H -3.45418 1.75532 -0.40552
H 4.83993 -0.67672 2.84074
C 4.56452 0.42429 -0.21630
C 4.79166 -0.51802 1.78293
C 2.93577 0.78212 -2.05090
```

Summary:
Kohn-Sham gap	8.44	eV
relative energy (zero: lowest compared OMol25 entry of this formula, charge and spin)	1.271	eV
LUMO energy	0.0275	Eh
structure (SMILES)	[H]/N=c1\n(CCCCCCC)c2ccccc2n1C[C@@H](O)c1ccco1
calculated total energy	-29744.05252	eV
HOMO energy	-7.69	eV
total charge	0
strongest force on any atom	0.0191	Eh/bohr

natural (NBO) population analysis, charges in e, atoms 1 to 4: 0.206, -0.387, -0.415, 0.192